Formula: C24H17BF4N3O5PdS
Source: OMol25
Level of theory: ωB97M-V/def2-TZVPD

XYZ file:
```
56
Properties=species:S:1:pos:R:3:forces:R:3:lowdin_charge:R:1
Pd 0.4482 1.7482 -1.7751 0.29 0.16 2.75 1.044
C 3.8389 1.0450 -2.6610 0.09 -0.02 -0.21 -0.076
O 2.8443 1.0864 -1.6620 -0.24 0.06 0.39 -0.150
C 3.1971 0.9527 -0.3431 -0.30 -0.01 0.30 -0.204
C 4.4983 0.8546 0.1151 -0.02 0.00 -0.17 -0.033
C 4.7698 0.6898 1.4684 0.01 0.02 0.12 -0.115
C 3.7318 0.6310 2.3776 0.21 0.03 -0.08 -0.112
C 2.4275 0.7386 1.9382 -0.25 0.05 -0.22 -0.024
C 2.1242 0.9007 0.5831 0.96 0.02 0.02 -0.174
N 0.8250 0.9469 0.1325 -1.44 0.63 -3.03 -0.033
N -0.1156 0.8529 1.0090 -0.58 -0.15 0.86 0.079
C -1.3921 0.7745 0.8564 0.73 0.41 -0.87 -0.121
C -2.0960 0.7766 -0.5216 -0.31 0.65 0.69 -0.532
O -1.7377 1.7178 -1.3606 0.88 -0.05 -0.40 -0.128
C -3.5992 0.7678 -0.3848 -0.17 0.33 0.26 -0.022
C -4.2507 0.7555 0.7743 -0.08 0.02 -0.58 -0.034
C -3.5740 0.6824 2.0442 0.58 0.01 0.40 -0.184
C -4.2845 0.6284 3.2395 -0.01 0.08 -0.01 -0.043
C -3.6373 0.6268 4.4593 -0.07 0.00 0.12 -0.103
C -2.2489 0.6646 4.4962 -0.03 -0.06 0.00 -0.093
C -1.5317 0.6916 3.3196 -0.07 0.01 -0.07 -0.018
C -2.1694 0.6973 2.0742 -0.43 0.05 0.95 -0.106
H 4.5532 1.8663 -2.5663 -0.10 0.00 0.06 0.094
H 3.2995 1.1552 -3.6024 0.13 0.00 0.09 0.100
H 4.3649 0.0826 -2.6421 -0.03 0.06 0.03 0.095
H 5.3244 0.9120 -0.5734 0.06 0.00 -0.19 0.100
H 5.7931 0.6202 1.8039 0.12 -0.01 -0.01 0.091
H 3.9356 0.5095 3.4319 -0.01 -0.01 0.07 0.094
H 1.6022 0.6959 2.6295 0.00 -0.03 0.04 0.083
H -4.1103 0.8532 -1.3296 -0.09 -0.02 -0.14 0.122
H -5.3314 0.7998 0.7888 -0.13 0.01 -0.04 0.115
H -5.3642 0.6060 3.1945 -0.13 0.01 0.02 0.105
H -4.2047 0.6150 5.3797 -0.06 -0.04 0.04 0.091
H -1.7242 0.6732 5.4429 -0.01 0.00 0.04 0.095
H -0.4548 0.7268 3.3413 0.06 0.00 0.03 0.088
F 1.3056 5.4785 -2.9730 -0.37 0.86 -0.26 0.172
B 1.6216 4.2024 -2.6531 -0.14 -0.19 0.57 -1.301
F 0.9213 3.2759 -3.4950 -0.46 -0.47 -0.29 0.037
F 1.1983 3.8770 -1.3279 0.25 0.59 0.18 0.043
F 2.9660 3.9716 -2.7543 0.97 -0.25 -0.19 0.150
O -2.9436 -1.9918 0.8384 0.58 -0.10 -0.12 -0.241
S -2.7020 -1.9707 -0.5746 -0.65 -0.30 0.21 0.736
O -3.8620 -2.0787 -1.4148 0.32 -0.13 -0.21 -0.268
N -1.7688 -0.6553 -1.0570 0.16 -1.15 -0.48 -0.008
C -0.6710 -1.0302 -1.7753 0.84 2.07 -1.09 -0.389
O 0.0611 -0.2831 -2.4573 -1.21 -2.54 0.51 -0.013
C -0.4465 -2.4631 -1.6850 0.24 -2.11 0.09 -0.113
C 0.6664 -3.1663 -2.1601 -0.55 0.73 0.21 0.014
C 0.7103 -4.5328 -1.9814 -0.11 -0.51 0.08 -0.068
C -0.3426 -5.2235 -1.3777 -0.01 0.43 -0.04 -0.063
C -1.4522 -4.5301 -0.9042 -0.15 -0.40 0.07 -0.038
C -1.4753 -3.1670 -1.0526 0.59 1.31 -0.47 -0.188
H 1.4631 -2.6204 -2.6401 0.10 0.04 -0.05 0.122
H 1.5720 -5.0943 -2.3142 0.06 0.02 -0.07 0.103
H -0.2976 -6.2983 -1.2806 0.02 -0.05 0.05 0.103
H -2.2776 -5.0449 -0.4364 -0.05 -0.07 0.07 0.121
```
Positions in Å, forces in eV/Å.

The spin multiplicity is 1. As for the net charge: -1. The orbital gap (spin up / spin down) comes out at 6.114 / 6.113 eV. The HOMO energy (spin up / spin down) is -4.41 / -4.41 eV.

Formula: C24H17Br4N4NdO6
Source: OMol25
Level of theory: ωB97M-V/def2-TZVPD

XYZ file:
```
56
Properties=species:S:1:pos:R:3:forces:R:3:lowdin_spin:R:1
Nd -0.6187 -3.4590 1.6907 1.22 -1.42 0.11 3.031
C 3.9342 9.0781 -1.1366 -0.05 -0.07 -0.06 0.000
O 2.6427 8.5594 -1.4053 0.01 -0.18 0.16 0.000
C 2.3443 7.3239 -0.9120 0.03 0.21 -0.10 0.000
C 3.2631 6.4754 -0.2992 -0.11 -0.13 0.00 0.000
C 2.8492 5.2343 0.1708 -0.11 0.05 0.04 0.000
C 1.5230 4.8335 0.0380 0.05 0.79 0.38 0.000
C 0.6181 5.6950 -0.5923 -0.01 -0.26 0.09 0.000
C 1.0173 6.9228 -1.0628 0.02 0.03 0.00 0.000
N 1.0051 3.6039 0.4724 -0.22 -1.35 -0.33 0.000
N 1.7312 2.9245 1.2292 0.94 1.55 -0.49 0.000
C 1.5055 1.5859 1.4374 -0.79 -1.47 0.56 0.000
C 2.0979 1.0686 2.5861 -0.21 0.42 -0.61 0.000
C 1.9536 -0.2588 2.9677 0.01 -0.06 0.17 0.000
C 1.2304 -1.1530 2.2085 0.15 -0.38 0.31 0.001
O 1.0486 -2.4032 2.6077 0.45 0.76 -0.24 -0.010
C 0.6583 -0.6918 0.9714 0.09 0.24 -0.18 0.001
N -0.0018 -1.6052 0.1910 0.01 0.52 0.13 -0.005
C -0.6147 -1.1970 -0.9024 0.24 -0.25 0.00 0.000
C -0.5908 0.1333 -1.3256 0.03 0.04 -0.01 0.000
C 0.0953 1.0563 -0.5832 -0.07 -0.07 -0.25 0.000
C 0.7569 0.6686 0.5990 0.19 0.64 0.38 0.000
H 3.9203 10.1085 -1.4801 0.02 0.00 0.00 0.000
H 4.7029 8.5246 -1.6809 0.02 -0.01 0.00 0.000
H 4.1566 9.0496 -0.0679 0.00 0.03 0.02 0.000
H 4.2972 6.7602 -0.1892 0.07 0.03 0.00 0.000
H 3.5524 4.5717 0.6530 0.05 -0.05 -0.01 0.000
H -0.4113 5.3731 -0.6872 0.00 0.00 -0.02 0.000
H 0.3186 7.5940 -1.5429 0.02 0.03 -0.01 0.000
H 2.6552 1.7640 3.1996 0.07 -0.03 0.01 0.000
H 2.3891 -0.6245 3.8877 0.02 0.03 0.00 0.000
H -1.1185 -1.9640 -1.4820 -0.06 0.07 0.06 0.000
H -1.1080 0.4156 -2.2314 0.01 0.00 -0.02 0.000
H 0.1283 2.0873 -0.8939 0.02 0.03 0.04 0.000
Br 0.1770 -9.0334 -2.9550 -0.04 0.00 -0.02 0.000
C -0.5292 -7.4817 -2.1557 0.05 -0.02 0.08 0.000
C -1.5681 -6.7835 -2.7693 -0.01 0.06 0.04 0.000
Br -2.2957 -7.3651 -4.4035 -0.02 0.00 -0.02 0.000
C -2.0539 -5.6269 -2.1559 0.07 -0.15 -0.11 0.000
Br -3.4122 -4.5812 -2.9425 -0.04 0.02 -0.02 0.000
C -1.5269 -5.1989 -0.9538 -0.12 0.13 -0.17 0.000
O -1.9460 -4.0237 -0.3530 -0.11 -0.23 -0.18 -0.002
C -0.4867 -5.8852 -0.3143 0.41 0.05 0.39 0.000
O 0.0161 -5.4260 0.8163 -0.38 -0.14 -0.58 -0.008
C 0.0025 -7.0352 -0.9483 -0.02 -0.04 0.07 0.000
Br 1.3943 -7.9285 -0.0534 -0.01 -0.02 -0.06 0.000
N -4.5765 -3.7774 0.5414 0.03 0.03 -0.13 0.000
C -4.4236 -2.6540 1.4782 -0.16 -0.15 -0.05 0.000
C -3.0755 -2.8124 2.1325 -0.14 0.24 0.43 -0.001
O -2.2688 -1.8428 2.1597 -0.72 0.20 -0.09 -0.002
O -2.7176 -3.9691 2.5241 -0.82 0.20 0.17 -0.005
H -2.9427 -3.9971 -0.2700 -0.08 0.10 0.08 0.000
H -5.3918 -3.6570 -0.0471 0.02 -0.01 0.02 0.000
H -4.6783 -4.6486 1.0498 -0.01 0.01 0.05 0.000
H -5.1943 -2.6124 2.2566 0.01 -0.03 -0.05 0.000
H -4.4338 -1.7154 0.9280 0.00 -0.02 0.03 0.000
```
Positions in Å, forces in eV/Å.

The spin multiplicity is 4. As for the net charge: 0. The orbital gap (spin up / spin down) comes out at 6.754 / 6.761 eV. The HOMO energy (spin up / spin down) is -7.48 / -7.48 eV.

Formula: C24H17BrCl2N2O3
Source: OMol25
Level of theory: ωB97M-V/def2-TZVPD

XYZ file:
```
49
Properties=species:S:1:pos:R:3:forces:R:3:lowdin_charge:R:1
O -1.9525 -3.6495 0.3322 1.83 3.44 2.11 -0.017
Cl -6.6649 -0.4980 4.2581 0.95 -0.50 -0.49 0.638
Cl -5.9907 0.2060 -0.9767 0.46 -0.17 0.38 0.682
Br 0.8976 5.8158 -5.4853 -0.74 1.05 -0.96 0.774
O -1.2218 -0.1522 3.4261 -0.54 1.10 0.69 0.117
O 3.3323 -1.5909 0.9880 -0.59 -0.74 0.17 -0.021
C -1.3740 -2.7657 1.0746 -2.21 -5.14 -3.56 -0.344
C -1.0903 -1.1790 2.5986 2.46 -1.28 -0.11 -0.297
C 0.0979 -1.7831 2.3385 0.08 2.24 1.86 -0.227
C -6.1000 -0.3628 1.6487 1.36 -0.64 0.60 -0.150
C 1.1134 3.0825 -4.7908 1.29 0.26 1.02 -0.086
C 2.1432 4.7885 -3.2389 -1.14 -3.85 -2.07 -0.112
C 1.7701 0.0118 -0.0358 -1.32 -1.13 0.53 0.008
C 3.9525 -0.3931 -0.9327 -0.62 -0.11 -0.42 -0.019
C 1.7450 2.0605 -4.0232 -1.71 1.63 0.21 -0.009
C 2.6021 3.7303 -2.4788 -0.93 0.04 0.42 -0.013
C 1.5661 1.0405 -0.9409 1.63 0.05 -0.90 -0.002
C 3.8103 0.6262 -1.8667 -1.42 0.43 0.34 0.014
C -4.2032 -1.2336 3.0027 -0.14 0.31 -0.87 0.006
C -3.9761 -0.8289 0.5796 -1.58 -0.23 2.44 -0.017
C -5.5799 -0.7826 2.8823 1.83 0.23 0.02 -0.595
C -5.2829 -0.3562 0.5217 -0.49 -0.32 0.59 -0.618
C 1.3705 4.4254 -4.3847 0.83 -1.45 0.61 -0.730
C 2.9923 -0.7480 -0.0170 -2.19 2.43 0.50 -0.284
C 2.3016 2.3907 -2.8004 0.82 2.54 -1.82 -0.258
C 2.5919 1.3582 -1.8900 0.99 -2.46 2.71 -0.223
C -3.4305 -1.3161 1.7665 -0.91 -0.13 1.68 -0.130
N -2.0696 -1.8187 1.8546 0.06 0.58 -0.50 0.110
N -0.0080 -2.7661 1.3947 -1.33 0.37 -0.91 0.064
C 1.4889 -1.5817 2.8258 0.58 1.10 -1.85 -0.018
C 1.3299 -3.0938 0.7676 -0.01 -1.21 -1.45 -0.009
C 2.3242 -2.3353 1.7234 0.13 -0.07 -0.82 -0.222
H -2.1286 0.0116 3.7099 -0.04 -0.11 -0.14 0.099
H -7.1069 -0.0407 1.6362 -0.78 0.35 -0.27 0.087
H 0.4860 2.8087 -5.6504 0.48 0.49 0.34 0.105
H 2.3878 5.7675 -3.0563 0.36 2.16 0.50 0.067
H 0.8242 -0.2839 0.5338 1.77 0.37 -0.26 0.129
H 4.7317 -1.0799 -1.0091 1.79 -0.63 0.07 0.101
H 1.5857 1.0117 -4.1667 -0.18 -0.36 -0.61 0.114
H 3.0416 3.9654 -1.5222 0.38 -0.20 0.12 0.118
H 0.6663 1.6735 -0.9473 0.31 -0.64 0.05 0.129
H 4.6532 0.8299 -2.5332 -0.55 0.05 0.01 0.123
H -3.6533 -1.4510 3.9799 -1.35 0.02 -1.38 0.139
H -3.4431 -0.8188 -0.2708 2.02 -0.14 -2.84 0.083
H 1.6486 -2.0872 3.7433 0.23 -0.33 1.05 0.105
H 1.8099 -0.5046 2.9173 -0.38 -1.13 -0.09 0.150
H 1.5528 -4.2344 0.6840 -0.71 1.91 0.78 0.148
H 1.4996 -2.7996 -0.3553 -0.87 0.11 2.14 0.155
H 2.9591 -3.0690 2.1849 0.11 -0.29 0.38 0.135
```
Positions in Å, forces in eV/Å.

The spin multiplicity is 1. As for the net charge: 0. The energy above the lowest of the compared OMol25 structures with the same formula, charge and spin comes out at 57.8 kcal/mol. The orbital gap comes out at 7.645 eV. The HOMO energy is -7.56 eV. As for the SMILES: O=c1n2c(c(O)n1-c1cc(Cl)cc(Cl)c1)C[C@H](Oc1ccc(-c3ccc(Br)cc3)cc1)C2.

Formula: C24H17BrN5O2SW
Source: OMol25
Level of theory: ωB97M-V/def2-TZVPD

XYZ file:
```
51
Properties=species:S:1:pos:R:3:forces:R:3:lowdin_spin:R:1
W 0.0723 0.1220 0.2402 -0.23 0.22 -0.21 0.758
N -3.8733 0.6942 0.6530 0.04 -0.05 0.05 0.008
C -2.6367 0.4853 0.0547 -0.09 0.36 -0.06 0.028
S -1.9836 -1.1767 0.0250 0.19 -0.08 -0.01 0.024
N -2.3075 1.3822 -1.0268 0.12 -0.13 0.11 0.010
N -1.4543 1.3749 0.1850 -0.09 -0.10 -0.15 -0.023
C -1.6594 0.7446 -2.1824 0.06 0.02 -0.01 0.013
C 0.6277 1.8792 -2.1521 -0.08 -0.08 -0.04 0.207
C 0.7217 2.4156 -3.5436 0.02 0.02 0.04 0.071
C 2.0939 2.9496 -3.8225 -0.01 0.02 0.01 0.251
C 2.9667 3.2417 -2.8230 -0.02 0.00 0.01 0.013
C 2.6974 2.9165 -1.4749 -0.05 -0.02 -0.01 0.333
C 1.5555 2.1314 -1.1948 0.16 0.11 0.03 0.026
O 1.4268 1.4999 -0.0071 -0.16 -0.10 -0.02 0.055
H -3.9430 0.3293 1.5919 -0.01 0.00 -0.01 0.001
H -4.1796 1.6558 0.5901 0.00 0.01 0.00 0.001
H -1.9707 -0.3051 -2.2020 -0.04 0.01 -0.03 0.000
H 0.0441 3.2800 -3.6384 0.01 0.00 -0.01 0.039
H 2.3228 3.2152 -4.8472 0.01 -0.01 0.00 0.012
H 3.9060 3.7236 -3.0601 0.00 0.00 -0.01 -0.006
H 3.3944 3.1459 -0.6828 -0.01 0.00 0.01 0.018
Br 3.8038 -5.3468 3.6920 0.03 -0.05 0.02 -0.001
C 2.8207 -3.8581 3.1039 -0.05 0.06 -0.14 -0.001
C 2.3272 -2.9419 4.0317 -0.02 0.03 0.11 0.011
C 1.6037 -1.8373 3.6225 0.11 -0.15 -0.05 -0.001
C 1.3706 -1.6487 2.2697 -0.12 0.25 -0.04 0.008
O 0.6558 -0.5756 1.8703 0.20 -0.25 0.52 0.024
C 1.8560 -2.5596 1.3204 -0.05 0.02 -0.31 0.002
C 1.6713 -2.4169 -0.1050 0.07 -0.07 0.19 0.047
N 1.0038 -1.5015 -0.7339 -0.06 -0.03 -0.24 -0.008
C 0.9895 -1.4680 -2.1824 0.08 -0.13 0.30 0.007
C 1.5622 -2.4281 -3.0093 -0.03 0.06 -0.13 -0.004
C 1.6385 -2.1810 -4.3711 -0.01 0.01 0.03 0.007
C 1.1928 -0.9795 -4.9150 0.01 -0.02 -0.04 -0.004
C 0.5910 -0.0329 -4.1050 -0.01 -0.02 0.07 0.011
C 0.1620 1.3521 -4.5398 0.01 -0.01 -0.06 0.017
C -1.3413 1.5227 -4.5507 0.00 -0.01 0.04 0.003
C -2.0962 1.3513 -3.4775 -0.04 0.00 -0.04 0.002
N -0.1803 0.6683 -1.9138 0.02 0.04 0.07 0.024
C 0.4455 -0.3344 -2.7560 0.01 0.04 -0.14 0.005
C 2.5910 -3.6717 1.7591 0.03 -0.02 0.17 0.011
H 2.5126 -3.1012 5.0853 0.01 0.00 0.00 0.001
H 1.2177 -1.1233 4.3356 -0.01 0.02 -0.01 0.000
H 2.1797 -3.1714 -0.6956 -0.01 0.02 -0.03 0.002
H 1.9579 -3.3580 -2.6287 0.00 0.00 0.02 0.000
H 2.0869 -2.9258 -5.0140 0.00 0.00 -0.01 0.000
H 1.3235 -0.7823 -5.9713 0.00 0.00 0.00 0.000
H 0.5573 1.5502 -5.5355 0.00 0.00 0.01 0.000
H -1.7974 1.8856 -5.4632 0.00 0.00 -0.01 0.000
H -3.1613 1.5453 -3.5229 0.00 0.00 0.01 0.001
H 2.9755 -4.3823 1.0394 0.00 0.00 -0.01 0.000
```
Positions in Å, forces in eV/Å.

The spin multiplicity is 3. As for the net charge: +1. The orbital gap (spin up / spin down) comes out at 5.871 / 7.096 eV. The HOMO energy (spin up / spin down) is -10.22 / -11.64 eV.

| no. | E_tot (a.u.) |
| --- | --- |
| 1 | -2415.83434 |
| 2 | -12452.84919 |
| 3 | -4754.30935 |
| 4 | -4388.05351 |